ORCA calculation (ωB97M-V/def2-TZVPD) on a molecular structure, C37H43F3N4O5SScSe at a distorted geometry.

```
95
C37H43F3N4O5SScSe (ωB97M-V/def2-TZVPD)
Sc 0.104 0.807 -0.427
C -1.205 -3.014 0.111
C -2.536 -2.236 0.042
N -2.435 -0.918 0.644
C -2.750 -0.839 2.054
C -1.687 -1.456 2.961
S 0.011 -0.829 2.700
C 0.921 -2.340 2.230
C 1.120 -2.520 0.719
N -0.056 -2.126 -0.037
H -1.120 -3.524 1.071
H -1.228 -3.794 -0.659
H -2.785 -2.096 -1.008
H -3.329 -2.844 0.507
H -3.012 -0.262 0.133
H -2.858 0.215 2.306
H -3.701 -1.345 2.294
H -1.939 -1.225 3.996
H -1.649 -2.538 2.848
H 1.897 -2.259 2.706
H 0.396 -3.181 2.684
H 1.947 -1.884 0.405
H 1.414 -3.567 0.536
H 0.173 -2.038 -1.021
O 7.288 0.721 1.174
C 6.254 0.296 0.678
O 6.047 -0.755 0.000
C 4.893 0.998 0.870
C 4.095 0.586 1.936
C 2.737 0.820 1.905
N 2.111 1.414 0.886
C 2.894 1.911 -0.085
C 4.267 1.745 -0.129
C 2.186 2.551 -1.276
O 2.830 3.134 -2.125
O 0.905 2.361 -1.291
H 4.535 0.036 2.758
H 2.105 0.516 2.731
H 4.808 2.159 -0.969
O 1.722 -0.323 -1.322
C 2.478 -0.614 -2.281
C 1.933 -0.555 -3.691
C 1.809 -1.946 -4.360
C 2.510 -3.078 -3.605
C 4.036 -2.954 -3.594
C 4.513 -1.539 -3.230
N 3.730 -0.985 -2.136
H 2.593 0.097 -4.266
H 0.960 -0.071 -3.642
H 2.206 -1.895 -5.377
H 0.749 -2.194 -4.438
H 2.238 -4.031 -4.064
H 2.137 -3.106 -2.577
H 4.435 -3.211 -4.579
H 4.443 -3.667 -2.874
H 4.460 -0.889 -4.107
H 5.541 -1.564 -2.878
H 4.277 -0.937 -1.252
C -2.312 1.491 -8.390
C -2.150 1.121 -6.939
C -2.436 -0.159 -6.485
C -2.272 -0.519 -5.153
C -2.616 -1.919 -4.726
C -1.797 0.430 -4.235
Se -1.492 -0.194 -2.421
C -1.561 1.745 -4.660
C -1.161 2.866 -3.746
C -1.728 2.055 -6.009
H -2.687 0.649 -8.971
H -1.359 1.803 -8.823
H -3.011 2.322 -8.505
H -2.792 -0.903 -7.191
H -3.048 -2.483 -5.553
H -3.326 -1.892 -3.897
H -1.727 -2.439 -4.361
H -1.165 2.563 -2.710
H -1.858 3.700 -3.854
H -0.159 3.229 -3.982
H -1.520 3.072 -6.332
F -6.140 3.879 6.226
C -5.656 4.820 5.378
F -6.725 5.423 4.822
F -5.049 5.743 6.161
C -4.726 4.239 4.366
C -4.990 4.328 3.006
C -4.115 3.761 2.098
C -2.964 3.095 2.531
C -2.714 3.010 3.909
C -3.587 3.577 4.815
C -2.072 2.477 1.608
C -1.324 1.874 0.856
H -5.885 4.831 2.666
H -4.319 3.810 1.037
H -1.831 2.485 4.249
H -3.399 3.502 5.879
```

Computed properties:
HOMO energy, eV: -5.175
Total charge: -1
DFT total energy, eV: -160306.392
Kohn-Sham gap, Ha: 0.2672
ΔE to the lowest compared entry with this formula, charge and spin, eV: 1.1100

Mulliken population analysis, charges in e, atoms 1 to 6: Sc -1.103; C -0.891; C -1.019; N 0.285; C -0.488; C -0.877

ORCA calculation (ωB97M-V/def2-TZVPD) on 2 unconnected molecules or ions with the total composition C4H12N3 at a distorted geometry.

```
19
C4H12N3 (ωB97M-V/def2-TZVPD)
C 1.656 -0.057 -0.194
C 1.908 1.244 -0.818
C -1.964 -0.093 1.548
C -1.461 -1.082 0.450
N 2.613 -0.769 0.153
N -0.882 -0.619 -0.737
N -1.462 0.448 -1.267
H 2.104 0.873 -1.939
H 1.108 2.010 -0.742
H 2.801 1.781 -0.321
H -1.147 0.711 1.798
H -2.844 0.369 1.290
H -1.914 -0.558 2.474
H -0.906 -1.936 0.875
H -2.403 -1.595 0.087
H 3.649 -0.559 -0.133
H -1.180 0.742 -2.247
H 2.604 -1.733 0.517
H -2.282 0.824 -0.794
```

Computed properties:
HOMO energy (alpha / beta), eV: -12.267 / -11.773
Total charge: +1
DFT total energy, eV: -8801.590
Kohn-Sham gap (alpha / beta), Ha: 0.2725 / 0.2381
ΔE to the lowest compared entry with this formula, charge and spin, eV: 6.1440

Mulliken population analysis, charges in e, atoms 1 to 6: C 0.229; C -1.062; C -1.145; C -0.409; N -0.271; N 0.046

ORCA calculation (ωB97M-V/def2-TZVPD) on C9H11NO2S in the gas phase at a distorted geometry.

```
24
C9H11NO2S (ωB97M-V/def2-TZVPD)
C -1.613 1.300 1.197
C -1.506 0.878 -0.304
C -2.951 0.354 -0.726
C 0.688 -0.267 -0.536
C 1.361 -1.529 -0.306
C 2.635 -1.731 0.053
C 3.517 -0.606 0.228
C 2.881 0.698 -0.090
C 1.439 0.840 -0.334
H -1.935 2.469 1.236
H -0.746 1.440 1.866
H -2.298 0.576 1.661
H -1.024 1.778 -0.943
H -3.688 0.904 -0.224
H -3.047 0.362 -1.779
H 0.866 -2.414 -1.060
H 2.912 -2.819 0.121
H 4.687 -0.852 0.494
H 3.494 1.772 -0.134
H 1.075 1.827 -0.533
N -0.763 -0.312 -0.684
O -2.963 -1.228 -0.500
O -1.574 -1.654 1.367
S -1.447 -1.786 -0.071
```

Computed properties:
HOMO energy, eV: -8.587
Total charge: 0
DFT total energy, eV: -25927.148
Kohn-Sham gap, Ha: 0.3332
ΔE to the lowest compared entry with this formula, charge and spin, eV: 5.1285

Mulliken population analysis, charges in e, atoms 1 to 6: C -1.147; C 0.025; C -0.658; C 1.030; C -0.341; C -0.464